[1]
# C26H39ClFI2NO12S

6 unconnected molecules or ions with the total composition C26H39ClFI2NO12S at a distorted geometry (ωB97M-V/def2-TZVPD, the Open Molecules 2025 dataset).

Geometry (Å):
1 C 1.42274 -2.64297 -1.43932
2 C 1.10250 -1.29051 -2.29586
3 I 1.89920 -1.24518 -4.37976
4 C 0.34807 -0.07749 -1.78126
5 I -0.45629 -0.10379 0.30128
6 N 0.19835 1.05412 -2.74661
7 C -1.02358 1.04821 -3.59008
8 C -2.47116 1.02934 -2.83790
9 C -2.96611 -0.49651 -2.36209
10 Cl -2.67424 2.29857 -1.48375
11 S 0.77814 2.58313 -2.22743
12 O 0.44409 3.75613 -3.22399
13 O 2.35502 2.50766 -2.22603
14 F 0.32837 3.10470 -0.66305
15 H 0.79711 -2.79004 -0.46278
16 H 2.59971 -2.67379 -1.26396
17 H 1.19858 -3.60114 -2.11567
18 H -1.05828 1.95454 -4.36645
19 H -0.98417 0.07394 -4.27886
20 H -3.27498 1.33880 -3.66616
21 H -3.12973 -0.56196 -1.20590
22 H -4.00300 -0.74882 -2.89484
23 H -2.18531 -1.25075 -2.79732
24 O -2.07418 -3.51002 -1.48764
25 C -3.23707 -3.87848 -1.47705
26 O -4.19081 -3.44223 -2.35125
27 C -5.45337 -3.99381 -1.98045
28 C -5.12858 -5.21733 -1.16410
29 C -3.83823 -4.82977 -0.48719
30 H -6.00632 -3.24444 -1.40437
31 H -6.02519 -4.24290 -2.87911
32 H -5.92353 -5.49248 -0.46589
33 H -4.95209 -6.07119 -1.82952
34 H -4.01503 -4.30182 0.45399
35 H -3.19163 -5.69617 -0.33014
36 O 0.26206 5.74495 5.19627
37 C 0.39865 5.41579 4.02958
38 O -0.17357 4.30976 3.46971
39 C 0.28598 4.17423 2.12575
40 C 0.74172 5.55153 1.72043
41 C 1.24592 6.12811 3.01918
42 H 1.10200 3.44421 2.10754
43 H -0.52864 3.81117 1.49235
44 H 1.49264 5.54007 0.92599
45 H -0.11581 6.13706 1.36713
46 H 2.29626 5.87925 3.19433
47 H 1.09053 7.20843 3.06564
48 O 4.46206 5.61729 1.83244
49 C 4.59865 5.28813 0.66575
50 O 4.02643 4.18210 0.10588
51 C 4.48598 4.04657 -1.23808
52 C 4.94172 5.42387 -1.64340
53 C 5.44592 6.00045 -0.34465
54 H 5.30200 3.31655 -1.25629
55 H 3.67136 3.68351 -1.87148
56 H 5.69264 5.41241 -2.43784
57 H 4.08419 6.00940 -1.99670
58 H 6.49626 5.75159 -0.16950
59 H 5.29053 7.08077 -0.29819
60 O -1.27498 -6.40005 -1.01382
61 C -0.25083 -6.79161 -1.54859
62 O 0.26640 -6.26708 -2.69817
63 C 1.40272 -7.03426 -3.09313
64 C 1.87643 -7.71867 -1.83771
65 C 0.59356 -7.93602 -1.07586
66 H 1.09189 -7.74769 -3.86356
67 H 2.16736 -6.37262 -3.51048
68 H 2.43096 -8.64038 -2.03292
69 H 2.52999 -7.04402 -1.27138
70 H 0.10939 -8.87625 -1.35401
71 H 0.75484 -7.88752 0.00352
72 O -1.94923 -0.98805 4.57530
73 C -1.51595 -0.05631 5.23281
74 O -0.65507 -0.19057 6.28402
75 C -0.44663 1.08675 6.88468
76 C -0.79464 2.09015 5.81650
77 C -1.87919 1.38513 5.04183
78 H -1.09705 1.17070 7.76165
79 H 0.59507 1.17758 7.20595
80 H -1.10353 3.05830 6.21951
81 H 0.07288 2.25555 5.16606
82 H -2.86855 1.56439 5.47176
83 H -1.86034 1.65978 3.98466

Computed properties:
E_HOMO   -0.3312 hartree
HOMO-LUMO gap   8.1 eV
Structure (SMILES)   C/C(I)=C(\I)N(C[C@@H](C)Cl)S(=O)(=O)F.O=C1CCCO1.O=C1CCCO1.O=C1CCCO1.O=C1CCCO1.O=C1CCCO1
Multiplicity   1

[2]
# BrH8O4

5 unconnected molecules or ions with the total composition BrH8O4 (ωB97M-V/def2-TZVPD, the Open Molecules 2025 dataset).

Geometry (Å):
1 Br -0.83170 0.26298 0.47818
2 O 1.43732 1.94007 -1.41432
3 H 1.78122 2.52151 -0.72866
4 H 0.91495 1.27816 -0.91275
5 O 1.78558 -2.31198 -0.18136
6 H 0.91604 -1.87846 -0.14293
7 H 1.61193 -3.14543 -0.62900
8 O -0.12547 3.48313 1.34262
9 H -0.47346 4.08953 0.68190
10 H -0.45924 2.60320 1.05997
11 O -1.85134 -3.08132 -0.00758
12 H -2.56457 -3.60577 0.37014
13 H -2.14126 -2.15562 0.08378

Computed properties:
E_HOMO   -0.1776 hartree
Energy above the lowest of the compared OMol25 structures with the same formula, charge and spin   25.1 kJ/mol
HOMO-LUMO gap   8.3 eV
Multiplicity   1
Total charge   -1

[3]
# C19H22CrN2

A molecular structure, C19H22CrN2 at a distorted geometry (ωB97M-V/def2-TZVPD, the Open Molecules 2025 dataset).

Geometry (Å):
1 C 2.22845 0.51324 1.30788
2 C 2.82516 -0.20496 -0.11743
3 H 2.30106 1.60038 1.19443
4 H 3.03756 0.21986 1.98489
5 H 1.34395 0.27783 1.96584
6 H 2.37496 -0.26536 -1.14703
7 H 3.58055 0.56927 -0.29848
8 H 3.35159 -1.13662 0.10140
9 C -0.20106 2.54102 0.50875
10 C -0.91064 3.69831 0.20654
11 C -1.49297 3.83038 -1.05832
12 C -1.39984 2.76740 -1.95740
13 H 0.29997 2.42522 1.47154
14 H -0.99625 4.47943 0.95997
15 H -2.04350 4.72750 -1.32675
16 H -1.86076 2.80099 -2.94082
17 N -0.10052 1.50945 -0.36040
18 C -0.75205 1.58572 -1.56296
19 C -0.94969 0.31447 -2.24872
20 N -0.47569 -0.78531 -1.58672
21 C -0.93903 -2.00094 -1.93049
22 C -2.27947 -1.08772 -3.70757
23 C -1.88333 -2.18141 -2.93428
24 H -0.54041 -2.84265 -1.36369
25 H -2.28819 -3.18106 -3.09817
26 C -1.77363 0.16767 -3.37949
27 H -2.04010 1.05719 -3.94648
28 H -2.98422 -1.20845 -4.53163
29 Cr 0.80687 -0.39917 0.15412
30 C 1.15758 -2.45565 0.29843
31 H 1.48262 -2.83890 -0.68309
32 H 0.24932 -2.99800 0.60755
33 H 1.95287 -2.68941 1.03347
34 C -2.82229 -1.60894 3.47038
35 C -3.07060 -0.72681 2.41519
36 C -2.04098 -0.39627 1.49703
37 C -0.77335 -0.91304 1.66693
38 C -0.51696 -1.80648 2.70331
39 C -1.54426 -2.16387 3.60516
40 H -3.60770 -1.85963 4.19079
41 H -4.06154 -0.28295 2.29511
42 H -2.27691 0.27074 0.66236
43 H 0.47027 -2.27037 2.79601
44 H -1.32670 -2.87492 4.40540

Computed properties:
E_HOMO (spin up / spin down)   -0.1767 / -0.3044 hartree
Energy above the lowest of the compared OMol25 structures with the same formula, charge and spin   0.0 kJ/mol
HOMO-LUMO gap (spin up / spin down)   4.8 / 8.4 eV
Multiplicity   5
Expectation value of S²   6.163

[4]
# C2H8N4O

C2H8N4O in the gas phase at a distorted geometry (ωB97M-V/def2-TZVPD, the Open Molecules 2025 dataset).

Geometry (Å):
1 C 2.47831 -0.04834 -0.01417
2 C 0.02703 0.12051 -0.02958
3 H 2.75982 0.66385 0.84670
4 H 2.63559 0.57332 -0.96203
5 H 3.29026 -0.87963 0.04478
6 H 1.02389 -1.64932 0.01300
7 H -1.90556 -0.06048 -0.23114
8 H -1.83426 -2.05585 1.08752
9 H -1.57657 -2.63536 -0.56482
10 H -1.17707 2.80930 0.46107
11 N 1.12786 -0.67166 -0.04933
12 N -1.13714 -0.61722 -0.34752
13 N -1.22460 -1.97478 0.21684
14 N 0.06960 1.39860 0.21309
15 O -1.26227 1.98207 -0.08303

Computed properties:
E_HOMO   -0.2989 hartree
Energy above the lowest of the compared OMol25 structures with the same formula, charge and spin   389.7 kJ/mol
HOMO-LUMO gap   9.0 eV
Structure (SMILES)   CN/C(=N/O)NN
Multiplicity   1